Record 1
B5CuF4H16 | the ωB97M-V functional and the def2-TZVPD basis

Summary:
Charge: -3
Multiplicity: 2
HOMO-LUMO gap (alpha / beta), eV: 6.0 / 2.0
HOMO energy (alpha / beta), eV: -1.017 / -0.965

Positions of all 26 atoms, in Å:
Cu  -0.603  -0.075  0.414
B  -0.431  2.196  3.704
H  -1.343  2.644  3.341
H  -0.098  2.782  4.547
H  -0.538  1.175  4.036
H  0.325  2.299  2.941
B  1.287  -3.650  1.431
H  2.290  -3.904  1.125
H  0.847  -4.525  1.885
H  1.278  -2.847  2.151
H  0.702  -3.461  0.545
B  -0.569  2.643  -2.805
H  -1.318  2.733  -2.034
H  0.349  3.133  -2.518
H  -0.430  1.586  -2.967
H  -0.954  2.976  -3.757
B  -4.484  -1.397  0.171
H  -5.433  -1.582  -0.308
H  -3.734  -1.910  -0.410
H  -4.222  -0.350  0.174
H  -4.530  -1.827  1.160
B  4.343  0.249  -2.558
F  5.569  -0.262  -2.332
F  3.529  -0.671  -3.285
F  3.704  0.643  -1.380
F  4.463  1.400  -3.275



Record 2
C24H18Cl2IrNS4Sb2 | the ωB97M-V functional and the def2-TZVPD basis

Summary:
Charge: -1
Multiplicity: 2
HOMO-LUMO gap (alpha / beta), eV: 4.9 / 5.1
HOMO energy (alpha / beta), eV: -4.016 / -4.080

Positions of all 52 atoms, in Å:
Ir  1.547  2.044  1.265
S  3.604  1.494  5.492
Sb  2.509  3.133  4.385
S  0.571  2.035  3.311
S  3.445  3.150  2.127
Cl  3.900  1.390  -2.759
C  4.044  0.138  -1.566
C  4.842  -0.950  -1.831
C  4.973  -1.959  -0.882
C  4.329  -1.851  0.343
C  3.546  -0.749  0.617
Cl  2.796  -0.600  2.151
C  3.332  0.284  -0.344
N  2.510  1.317  -0.147
H  5.358  -1.009  -2.779
H  5.583  -2.826  -1.098
H  4.440  -2.618  1.098
S  -0.198  3.501  0.309
Sb  -0.751  1.148  0.296
C  -0.589  -0.867  1.088
C  -0.027  -1.854  0.284
C  0.305  -3.094  0.820
C  0.086  -3.349  2.165
C  -0.459  -2.362  2.978
C  -0.786  -1.123  2.443
C  -0.802  0.664  -1.772
C  -1.996  0.264  -2.368
C  -2.020  -0.097  -3.710
C  -0.853  -0.070  -4.461
C  0.334  0.352  -3.877
C  0.357  0.728  -2.541
C  -2.859  1.303  0.627
C  -3.600  0.284  1.216
C  -4.985  0.382  1.296
C  -5.637  1.491  0.779
C  -4.902  2.508  0.182
C  -3.519  2.415  0.112
H  0.167  -1.656  -0.765
H  0.755  -3.852  0.190
H  0.361  -4.308  2.588
H  -0.612  -2.548  4.034
H  -1.163  -0.346  3.099
H  -2.912  0.231  -1.791
H  -2.954  -0.402  -4.167
H  -0.870  -0.378  -5.499
H  1.249  0.393  -4.455
H  1.276  1.086  -2.099
H  -3.107  -0.597  1.602
H  -5.554  -0.414  1.760
H  -6.717  1.559  0.832
H  -5.405  3.374  -0.230
H  -2.943  3.209  -0.349



Record 3
CH7N4O3P | the ωB97M-V functional and the def2-TZVPD basis

Summary:
Charge: 0
HOMO-LUMO gap, eV: 9.7
HOMO energy, eV: -9.477
Structure (SMILES): [H]/N=C(\N)N[P@](=O)(O)ON

Positions of all 16 atoms, in Å:
C  1.171  -0.618  0.104
N  2.241  -1.375  0.403
N  1.065  0.606  -0.260
N  -1.475  2.197  0.569
N  -0.036  -1.343  0.014
O  -2.796  -1.171  0.175
O  -1.328  0.300  -1.700
O  -1.333  0.829  0.962
P  -1.542  -0.435  -0.033
H  3.130  -0.979  0.045
H  2.113  -2.259  0.938
H  1.945  1.094  -0.299
H  -0.421  0.545  -1.770
H  -2.026  2.232  -0.305
H  -0.569  2.609  0.588
H  -0.138  -2.233  0.569



Record 4
C21H24N4O | the ωB97M-V functional and the def2-TZVPD basis

Summary:
Charge: 0
HOMO-LUMO gap, eV: 9.0
HOMO energy, eV: -8.170
Structure (SMILES): Cc1ccccc1N1CCN(Cc2nc(Cc3ccccc3)no2)CC1

Positions of all 50 atoms, in Å:
C  -5.261  -1.912  -0.157
C  -5.475  -0.433  -0.295
C  -6.748  0.052  -0.552
C  -7.004  1.410  -0.629
C  -5.970  2.306  -0.432
C  -4.691  1.842  -0.187
C  -4.420  0.477  -0.130
N  -3.131  -0.021  0.146
C  -2.218  0.832  0.875
C  -1.089  -0.033  1.430
N  -0.380  -0.668  0.331
C  -1.297  -1.507  -0.419
C  -2.434  -0.645  -0.961
H  -3.125  -1.258  -1.537
H  -2.003  0.119  -1.630
H  -0.758  -1.962  -1.253
H  -1.718  -2.310  0.212
C  0.796  -1.385  0.765
C  1.943  -0.486  1.063
N  3.180  -0.862  1.193
C  3.836  0.306  1.461
N  3.036  1.333  1.494
O  1.796  0.829  1.237
C  5.306  0.387  1.637
C  5.947  0.375  0.269
C  6.517  1.524  -0.259
C  7.082  1.506  -1.523
C  7.074  0.342  -2.272
C  6.498  -0.805  -1.752
C  5.937  -0.789  -0.488
H  5.476  -1.678  -0.083
H  6.485  -1.715  -2.334
H  7.514  0.329  -3.258
H  7.527  2.405  -1.925
H  6.518  2.437  0.319
H  5.637  -0.479  2.212
H  5.549  1.307  2.168
H  1.126  -2.061  -0.029
H  0.613  -2.007  1.664
H  -0.394  0.597  1.984
H  -1.514  -0.788  2.116
H  -2.753  1.307  1.699
H  -1.768  1.609  0.235
H  -3.891  2.553  -0.049
H  -6.154  3.370  -0.477
H  -8.004  1.764  -0.828
H  -7.559  -0.652  -0.680
H  -4.396  -2.108  0.472
H  -6.139  -2.375  0.288
H  -5.097  -2.379  -1.129



Record 5
C42H38N7O3RhSe | the ωB97M-V functional and the def2-TZVPD basis

Summary:
Charge: +2
HOMO-LUMO gap (alpha / beta), eV: 6.1 / 6.1
HOMO energy (alpha / beta), eV: -12.184 / -12.184

Positions of all 92 atoms, in Å:
Rh  -0.601  -1.508  0.898
C  0.193  3.992  -5.025
O  0.086  3.414  -3.737
C  -0.659  4.042  -2.794
C  -1.295  5.266  -2.958
C  -2.039  5.812  -1.926
C  -2.160  5.143  -0.716
C  -1.549  3.916  -0.540
C  -0.794  3.350  -1.563
N  -0.231  2.079  -1.513
C  -0.077  1.206  -0.473
N  0.175  1.744  0.744
C  0.200  1.193  2.030
C  0.164  -0.179  2.305
C  0.249  -0.601  3.632
C  0.311  0.322  4.662
C  0.312  1.684  4.397
C  0.272  2.138  3.089
O  0.256  3.446  2.710
C  0.198  4.443  3.716
N  -0.152  -0.086  -0.671
C  -0.385  -0.711  -1.903
C  -1.509  -1.532  -2.038
C  -1.711  -2.292  -3.172
C  -0.779  -2.254  -4.195
C  0.326  -1.423  -4.103
C  0.525  -0.633  -2.980
O  1.567  0.241  -2.814
C  2.478  0.404  -3.883
H  0.853  3.338  -5.589
H  0.630  4.991  -4.986
H  -0.783  4.040  -5.513
H  -1.224  5.796  -3.893
H  -2.538  6.756  -2.074
H  -2.751  5.570  0.079
H  -1.704  3.380  0.382
H  0.028  1.720  -2.425
H  0.335  2.746  0.755
H  0.266  -1.657  3.878
H  0.361  -0.008  5.689
H  0.346  2.378  5.221
H  0.134  5.391  3.187
H  1.092  4.434  4.343
H  -0.689  4.314  4.341
H  -2.246  -1.525  -1.245
H  -2.584  -2.920  -3.256
H  -0.909  -2.866  -5.072
H  1.029  -1.413  -4.919
H  3.165  1.184  -3.563
H  1.966  0.728  -4.793
H  3.029  -0.519  -4.077
C  -2.642  -5.404  0.685
C  -1.718  -4.375  0.787
N  -2.063  -3.098  0.914
C  -3.383  -2.778  0.956
C  -4.390  -3.767  0.845
C  -3.990  -5.104  0.715
C  -5.762  -3.377  0.901
C  -6.117  -2.087  1.102
C  -5.131  -1.069  1.231
C  -5.461  0.277  1.432
C  -4.444  1.200  1.549
C  -3.122  0.769  1.439
N  -2.778  -0.484  1.218
C  -3.757  -1.413  1.140
H  -2.295  -6.421  0.595
H  -0.658  -4.612  0.775
H  -4.733  -5.882  0.655
H  -6.513  -4.143  0.788
H  -7.154  -1.794  1.162
H  -6.500  0.568  1.488
H  -4.653  2.245  1.715
H  -2.317  1.486  1.526
C  3.763  -1.310  -1.068
N  4.040  -1.890  0.213
C  3.177  -2.603  0.965
Se  1.426  -3.046  0.560
N  3.834  -3.054  2.059
C  5.145  -2.635  2.015
C  6.225  -2.834  2.861
C  7.430  -2.272  2.482
C  7.561  -1.534  1.305
C  6.489  -1.326  0.459
C  5.275  -1.888  0.830
H  2.684  -1.246  -1.203
H  4.191  -1.922  -1.866
H  4.192  -0.310  -1.123
H  3.420  -3.638  2.769
H  6.135  -3.410  3.766
H  8.295  -2.413  3.109
H  8.527  -1.126  1.049
H  6.596  -0.759  -0.452



Record 6
C30H24AsIrN3O7 | the ωB97M-V functional and the def2-TZVPD basis

Summary:
Charge: 0
Multiplicity: 2
HOMO-LUMO gap (alpha / beta), eV: 7.4 / 5.9
HOMO energy (alpha / beta), eV: -8.617 / -8.618

Positions of all 66 atoms, in Å:
Ir  -1.104  -0.667  -0.249
O  -1.029  0.339  3.972
C  -0.728  0.426  2.792
O  -1.205  -0.342  1.873
C  0.305  1.477  2.400
C  0.852  2.285  3.429
C  1.843  3.162  3.112
C  2.290  3.256  1.772
C  3.324  4.128  1.358
C  3.703  4.177  0.047
C  3.058  3.364  -0.913
C  2.060  2.511  -0.541
C  1.660  2.432  0.815
N  0.685  1.545  1.156
H  0.472  2.165  4.432
H  2.300  3.789  3.870
H  3.806  4.757  2.097
H  4.493  4.848  -0.265
H  3.357  3.428  -1.951
H  1.536  1.896  -1.260
C  4.093  0.011  1.864
C  4.219  0.219  0.497
C  3.168  -0.073  -0.354
C  1.985  -0.576  0.175
C  1.845  -0.774  1.538
C  2.906  -0.486  2.382
N  0.871  -0.851  -0.697
N  1.202  -1.132  -1.875
C  0.118  -1.315  -2.727
C  0.341  -1.643  -4.063
C  -0.751  -1.810  -4.890
C  -2.037  -1.643  -4.372
C  -2.245  -1.318  -3.038
C  -1.161  -1.148  -2.178
H  4.914  0.252  2.527
H  5.135  0.628  0.091
H  3.246  0.108  -1.416
H  0.900  -1.106  1.936
H  2.791  -0.631  3.448
H  1.355  -1.754  -4.425
H  -0.615  -2.062  -5.933
H  -2.891  -1.773  -5.026
H  -3.258  -1.207  -2.668
O  -5.644  3.548  -1.017
C  -4.760  2.758  -0.881
C  -3.273  2.990  -1.222
O  -2.789  3.994  -1.662
C  -2.577  1.711  -0.873
C  -3.528  0.753  -0.381
O  -3.164  -0.404  -0.043
C  -4.903  1.306  -0.389
O  -5.923  0.750  -0.078
O  -1.369  1.431  -0.983
C  -1.310  -4.207  -0.996
As  -1.374  -2.895  0.415
C  -3.095  -3.098  1.248
C  -0.162  -3.604  1.736
H  -1.498  -5.195  -0.578
H  -0.327  -4.185  -1.465
H  -2.060  -3.969  -1.747
H  -3.196  -4.110  1.635
H  -3.880  -2.885  0.526
H  -3.148  -2.369  2.055
H  -0.439  -4.638  1.938
H  -0.258  -3.013  2.646
H  0.864  -3.562  1.375



Record 7
C21H41BBrFO13P | the ωB97M-V functional and the def2-TZVPD basis

Summary:
Charge: -1
HOMO-LUMO gap, eV: 7.0
HOMO energy, eV: -4.927

Positions of all 79 atoms, in Å:
C  3.567  0.661  -0.249
C  2.146  -0.175  -0.237
C  0.819  0.738  0.058
O  1.048  1.141  1.483
O  0.911  1.824  -0.974
P  -0.608  2.743  -0.923
C  0.304  4.051  -2.034
C  0.407  3.470  -3.599
C  -0.950  3.863  -4.493
F  -0.527  4.559  -5.751
C  -2.013  4.029  -0.533
C  -2.801  3.652  0.894
C  -4.235  2.958  0.508
Br  -5.692  4.351  0.571
O  -1.519  1.351  -0.300
C  -0.688  0.100  -0.290
C  -1.455  -0.777  0.855
C  -3.095  -0.884  0.663
C  -3.643  -1.821  1.935
O  -3.289  -1.211  3.239
O  -0.725  -0.273  -1.703
B  -0.736  -1.723  -1.936
O  0.032  -2.760  -1.228
O  -1.608  -2.206  -3.063
H  3.526  1.441  0.624
H  3.649  1.218  -1.280
H  4.466  -0.075  -0.033
H  2.055  -0.860  -1.203
H  2.231  -0.944  0.671
H  1.485  2.045  1.519
H  -1.126  2.294  -2.190
H  -0.091  3.194  0.343
H  1.408  4.261  -1.677
H  -0.290  5.065  -2.126
H  0.548  2.293  -3.605
H  1.314  3.975  -4.172
H  -1.474  2.853  -4.849
H  -1.714  4.515  -3.887
H  -1.485  5.074  -0.303
H  -2.750  4.186  -1.430
H  -2.133  3.042  1.636
H  -3.049  4.706  1.394
H  -4.158  2.619  -0.619
H  -4.502  2.067  1.225
H  -1.018  -1.849  1.050
H  -1.304  -0.186  1.882
H  -3.646  0.147  0.643
H  -3.269  -1.549  -0.297
H  -4.818  -1.794  1.856
H  -3.253  -2.925  1.890
H  -3.976  -0.494  3.449
H  0.497  -2.417  -0.411
H  -2.367  -1.537  -3.206
C  3.924  1.356  6.631
C  3.292  1.282  5.255
C  4.194  0.687  4.216
O  3.746  1.306  3.024
C  3.201  2.508  3.389
O  2.893  3.389  2.609
O  3.048  2.583  4.745
H  4.340  0.390  6.933
H  4.714  2.113  6.665
H  3.174  1.654  7.372
H  2.335  0.750  5.305
H  4.084  -0.400  4.148
H  5.252  0.929  4.360
C  -0.652  -5.383  -3.420
C  -0.394  -6.731  -2.776
C  0.438  -6.649  -1.532
O  1.089  -7.906  -1.510
C  1.167  -8.328  -2.810
O  1.835  -9.274  -3.187
O  0.396  -7.548  -3.625
H  -1.041  -4.661  -2.695
H  0.259  -4.979  -3.874
H  -1.384  -5.487  -4.228
H  -1.342  -7.249  -2.588
H  -0.174  -6.517  -0.635
H  1.199  -5.862  -1.563



Record 8
C2HIrO4 | the ωB97M-V functional and the def2-TZVPD basis

Summary:
Charge: +2
Multiplicity: 5
HOMO-LUMO gap (alpha / beta), eV: 8.7 / 3.5
HOMO energy (alpha / beta), eV: -21.647 / -20.363

Positions of all 8 atoms, in Å:
O  -4.040  0.502  0.351
C  -2.918  0.567  0.417
H  -0.316  0.096  0.129
O  0.230  -1.405  -0.387
C  1.259  -0.762  -0.109
O  2.358  -0.602  -0.730
O  0.800  0.487  0.278
Ir  2.627  1.117  0.051